No. 1
DFT (ωB97M-V with the def2-TZVPD basis set) results for 6 unconnected molecules or ions with the total composition C21H30O18 in a non-equilibrium geometry.

Summary:
**HOMO-LUMO gap**: 10.88 eV
**Energy relative to the best compared isomer or geometry (same formula, charge and spin)**: 50.9 kJ/mol
**2S+1**: 1
**SMILES**: C[C@H]1COC(=O)O1.C[C@H]1COC(=O)O1.C[C@H]1COC(=O)O1.O=C1OCCO1.O=C1OCCO1.O=C1OCCO1

Geometry as XYZ:
```
69
Properties=species:S:1:pos:R:3:forces:R:3
C -4.2957 -1.5967 2.0736 -0.03 0.90 -0.49
C -3.3327 -2.7072 2.3991 -0.45 0.24 -0.47
C -3.9435 -4.1060 2.2102 -0.09 0.41 0.91
O -2.9904 -4.8040 1.4249 -0.05 -0.01 0.07
C -2.0582 -3.9429 0.9572 -0.09 -0.11 0.12
O -1.1708 -4.2445 0.2320 0.20 0.04 -0.14
O -2.2630 -2.6977 1.4386 -0.01 -0.09 0.12
H -4.7134 -1.7162 1.0705 -0.11 -0.31 0.12
H -3.8050 -0.6186 2.0209 0.22 -0.18 0.26
H -5.1048 -1.4892 2.7960 0.00 -0.29 0.05
H -2.8994 -2.5575 3.3882 0.08 -0.17 0.02
H -4.9227 -4.0852 1.7337 0.14 0.06 -0.36
H -4.0895 -4.5584 3.1931 0.25 -0.40 -0.21
C -1.1964 0.1394 4.4045 -0.19 -0.49 0.03
C -0.9666 1.6051 4.7626 -0.32 -0.09 -0.10
C -1.2861 1.9780 6.2206 0.07 -0.83 0.25
O -0.0092 2.2562 6.7941 -0.20 0.28 -0.14
C 0.9470 2.2539 5.8337 -0.20 0.11 0.28
O 2.0888 2.4883 6.0428 0.22 -0.01 -0.12
O 0.4132 1.9545 4.6341 0.11 -0.04 -0.08
H -1.8045 0.0616 3.5039 0.16 -0.05 -0.09
H -1.7145 -0.4264 5.1838 -0.05 0.26 0.12
H -0.2622 -0.3986 4.2423 0.11 0.23 -0.13
H -1.5235 2.2084 4.0487 0.09 0.24 0.10
H -1.6818 1.1138 6.7576 -0.08 0.06 -0.04
H -1.9928 2.7943 6.3571 0.31 0.30 -0.12
C 2.0484 -0.2313 -4.0660 -0.59 -0.15 -0.08
C 2.5544 1.0225 -4.7238 0.08 0.46 0.06
C 1.4870 1.9956 -5.2226 -0.40 -0.28 0.26
O 2.0058 3.2795 -4.8885 -0.01 -0.03 0.15
C 2.8446 3.1221 -3.8257 0.09 0.17 -0.26
O 3.2034 4.0007 -3.1128 0.00 -0.13 -0.11
O 3.2193 1.8315 -3.7270 -0.03 -0.16 0.16
H 1.2391 -0.0239 -3.3609 0.20 0.25 0.13
H 2.8608 -0.7332 -3.5451 0.01 -0.14 -0.10
H 1.5862 -0.8963 -4.7999 0.32 -0.08 -0.09
H 3.2775 0.8023 -5.5125 0.07 -0.02 0.09
H 0.5581 1.8432 -4.6601 0.00 0.00 -0.09
H 1.2662 1.9392 -6.2840 0.18 0.06 -0.06
O -2.2032 -1.5524 -2.8149 -0.17 -0.44 -0.08
C -2.6758 -0.4680 -2.9103 0.31 0.54 -0.37
O -3.7423 -0.0197 -2.2300 0.25 0.29 0.49
C -3.8933 1.4066 -2.4456 -0.29 -0.70 -0.11
C -2.6442 1.7727 -3.2416 -0.05 -0.01 -0.02
O -2.1876 0.5005 -3.7286 -0.21 -0.05 0.07
H -4.8197 1.4981 -3.0120 0.09 0.32 -0.09
H -4.0014 1.9015 -1.4851 0.20 0.02 0.03
H -1.8236 2.1792 -2.6527 -0.29 0.21 0.18
H -2.9029 2.4359 -4.0631 0.23 -0.12 -0.17
O 7.3031 0.9714 -2.5811 0.09 0.20 -0.13
C 6.6937 0.3872 -1.7534 -0.01 -0.27 0.16
O 6.6912 -0.9696 -1.6271 0.01 -0.07 -0.04
C 5.6722 -1.3461 -0.7081 -0.10 0.40 0.31
C 5.4877 -0.0725 0.1196 0.18 0.11 -0.54
O 5.9212 0.9443 -0.7980 -0.10 -0.01 -0.02
H 4.7670 -1.5858 -1.2683 0.00 -0.13 0.04
H 5.9957 -2.1891 -0.1051 0.06 -0.10 -0.14
H 6.1462 -0.0189 0.9850 -0.16 -0.15 0.15
H 4.4499 0.1209 0.3724 0.04 0.05 0.19
O -1.2336 2.1780 -0.2753 -0.17 0.13 0.04
C -0.7643 1.0931 -0.1565 0.17 -0.48 0.35
O -0.3464 0.3143 -1.1708 -0.01 0.13 -0.33
C -0.1260 -1.0139 -0.6458 0.09 0.07 0.24
C 0.2581 -0.6669 0.7717 0.01 -1.74 -0.02
O -0.5887 0.4431 1.0354 0.39 0.58 -0.13
H -1.0682 -1.5489 -0.7319 0.11 -0.18 0.11
H 0.6630 -1.5445 -1.1699 -0.06 0.23 -0.32
H 1.3340 -0.4936 0.8639 -0.14 0.84 -0.01
H 0.0653 -1.5134 1.4320 -0.45 0.32 0.17
```
Forces are in eV/Å.



No. 2
DFT (ωB97M-V with the def2-TZVPD basis set) results for 7 unconnected molecules or ions with the total composition C21H30O21 in a non-equilibrium geometry.

Summary:
**HOMO-LUMO gap**: 10.48 eV
**Energy relative to the best compared isomer or geometry (same formula, charge and spin)**: 140.2 kJ/mol
**2S+1**: 1
**SMILES**: COC(=O)OC.O=C1OCCO1.O=C1OCCO1.O=C1OCCO1.O=C1OCCO1.O=C1OCCO1.O=C1OCCO1

Geometry as XYZ:
```
72
Properties=species:S:1:pos:R:3:forces:R:3
C 4.6122 1.3611 3.7886 0.01 -1.59 0.21
O 3.2081 1.4666 3.8681 -0.04 2.10 -0.66
C 2.4286 0.4638 4.1845 -0.21 -0.94 0.79
O 2.7713 -0.6527 4.4503 0.44 -0.29 0.04
O 1.1806 0.9217 4.2187 0.07 0.03 0.31
C 0.1253 -0.0105 4.4578 -0.72 -0.72 -0.83
H 4.8568 0.5014 3.1582 0.16 0.07 0.00
H 5.0156 1.1612 4.7826 0.14 0.20 -0.04
H 5.0095 2.2602 3.3380 -0.20 0.18 0.21
H -0.3302 0.0267 5.4464 0.18 0.86 0.05
H 0.3584 -1.0703 4.3443 0.78 0.29 -0.33
H -0.5551 0.2471 3.6469 -0.53 -0.19 0.47
O 1.4858 0.5937 -3.9727 -0.16 -0.38 -0.26
C 0.6022 1.1780 -4.5092 -0.13 0.97 0.63
O -0.5361 0.6776 -5.0064 -0.09 -0.59 0.04
C -1.3643 1.7400 -5.4817 -0.03 0.13 -0.13
C -0.4101 2.8947 -5.5541 0.02 0.60 -1.55
O 0.5745 2.5415 -4.6122 0.40 0.13 0.39
H -1.7806 1.4256 -6.4338 -0.20 0.12 0.08
H -2.1200 2.0639 -4.7621 -0.22 -0.91 0.10
H -0.9605 3.8198 -5.3794 0.51 0.10 0.65
H 0.0853 3.0274 -6.5245 -0.10 -0.23 0.02
O 3.4591 0.8575 -0.0125 0.20 -0.29 -0.16
C 4.3020 1.6929 0.0600 -0.32 -0.32 -1.64
O 4.3832 2.5846 1.0193 0.07 0.99 0.62
C 5.3984 3.5086 0.6677 1.49 0.78 0.34
C 6.3070 2.7042 -0.2569 -0.82 0.36 1.22
O 5.2582 1.9392 -0.9037 0.80 -0.61 0.27
H 5.0625 4.3830 0.1098 -0.73 -0.11 0.16
H 5.8784 3.8541 1.5836 -0.02 -0.07 -0.04
H 6.9978 2.0972 0.3338 -0.24 -0.52 -0.24
H 6.9229 3.3488 -0.8758 -0.48 -0.21 -0.71
O -4.6624 3.4944 1.1356 -0.15 -0.32 0.06
C -4.9798 2.4725 0.6040 -0.11 0.57 -0.35
O -6.2567 2.1056 0.3483 -0.32 0.72 0.37
C -6.3136 0.9383 -0.4499 0.65 -0.58 0.15
C -4.8854 0.4139 -0.3820 1.32 0.47 0.11
O -4.1381 1.5752 0.1004 0.06 -0.49 0.02
H -7.0082 0.2589 0.0387 -0.14 -0.08 -0.45
H -6.5559 1.1873 -1.4848 -0.43 0.04 0.19
H -4.3844 0.1929 -1.3217 -0.49 -0.30 -0.17
H -4.6782 -0.3971 0.3066 -0.36 0.00 0.04
O -2.3621 -1.0777 0.2272 0.38 0.46 0.05
C -1.3825 -0.3905 0.0740 -0.42 -1.32 0.58
O -0.6637 0.1585 1.0490 -1.21 1.05 -0.78
C 0.3442 0.9514 0.4184 2.42 -0.04 1.91
C 0.4816 0.4553 -1.0195 -1.26 0.37 1.73
O -0.8105 -0.2194 -1.1120 0.49 0.26 -1.64
H 0.2735 2.0380 0.5114 -1.09 -0.11 -0.06
H 1.1657 0.7206 1.1056 0.56 0.11 -0.83
H 1.2855 -0.2655 -1.1264 -0.12 0.82 -0.31
H 0.5089 1.3108 -1.6821 0.08 -0.32 -0.41
O 1.5070 -2.2132 2.3803 -0.41 -0.39 -0.35
C 1.5717 -2.5012 1.2310 1.70 0.00 -0.21
O 2.4475 -3.4256 0.7014 -0.35 0.55 0.01
C 2.3851 -3.3982 -0.7510 -0.33 -0.88 0.91
C 1.1628 -2.5435 -0.9991 -0.37 0.40 -1.20
O 0.9504 -1.8650 0.2241 -0.75 -0.66 0.35
H 3.3208 -3.0743 -1.1988 0.03 0.27 0.25
H 2.1884 -4.4378 -1.0048 0.17 0.06 -0.44
H 0.3121 -3.1398 -1.3419 -0.20 -0.06 0.70
H 1.2083 -1.7497 -1.7472 0.64 -0.58 -0.21
O -6.0769 -2.3809 0.6509 -0.49 0.36 0.09
C -5.1770 -3.1457 0.6190 1.04 -0.94 0.17
O -4.3717 -3.3441 -0.4466 -0.73 -0.42 -1.13
C -3.3024 -4.1951 -0.0847 1.20 0.31 1.65
C -3.7996 -4.8666 1.1793 -0.39 -0.63 0.21
O -4.7846 -3.9578 1.6379 -0.43 0.90 0.42
H -2.8827 -4.9519 -0.7451 -0.74 0.44 -0.90
H -2.5208 -3.4791 0.1919 0.31 -0.37 -0.10
H -3.0011 -5.0476 1.8998 -0.14 0.45 0.17
H -4.3418 -5.8150 1.0892 0.32 -0.06 -0.61
```
Forces are in eV/Å.



Which formula does entry 2 have?
C21H30O21



Which of these has the highest energy relative to the best compared isomer or geometry (same formula, charge and spin)?
C21H30O21



Which of these has the lowest HOMO-LUMO gap?
C21H30O21